No. 1
The following is a quantum chemistry calculation of a cluster of 2 separate species, C10H16 in total at a distorted geometry, from the Open Molecules 2025 dataset.

The geometry in XYZ format:
```
26
Properties=species:S:1:pos:R:3:nbo_charge:R:1
C -0.28086 -2.92963 -1.60417 -0.6419
C -0.33306 -1.46384 -1.53323 -0.0220
C -1.49599 -0.73502 -1.85306 -0.2301
C -1.59794 0.65143 -1.61393 -0.1973
C -0.50278 1.32699 -1.02917 -0.2381
C 0.68345 0.59478 -0.89832 -0.2056
C 0.78016 -0.77954 -1.02162 -0.2310
H 0.52501 -3.28730 -2.25153 0.2208
H -1.20467 -3.32484 -2.16622 0.2217
H -0.02314 -3.51871 -0.62981 0.2309
H -2.50769 -1.10366 -2.37713 0.2212
H -2.55749 1.25589 -1.71201 0.2149
H -0.77145 2.44603 -0.96976 0.2296
H 1.50412 1.21187 -0.52013 0.2119
H 1.75243 -1.27199 -0.98365 0.2213
C -0.26845 0.34925 2.57040 -0.6395
C 1.02316 0.84551 3.16528 -0.3964
C 1.59111 1.99112 2.25378 -0.6243
H -0.55643 -0.68202 2.90923 0.2119
H -0.04709 -0.10084 1.49530 0.2091
H -1.15750 1.04597 2.55480 0.2167
H 0.74482 1.53679 4.10377 0.1789
H 1.59349 0.06479 3.50986 0.2033
H 1.43485 1.59435 1.19924 0.2096
H 1.01889 2.95449 2.51037 0.2104
H 2.65906 2.07293 2.71188 0.2141
```

Computed properties:
DFT total energy, eV: -10626.962
SMILES: Cc1ccccc1.CCC
LUMO level, eV: 1.0
HOMO energy, eV: -9.0

---

No. 2
The following is a quantum chemistry calculation of a cluster of 2 separate species, C10H16 in total at a distorted geometry, from the Open Molecules 2025 dataset.

The geometry in XYZ format:
```
26
Properties=species:S:1:pos:R:3:nbo_charge:R:1
C 0.14931 2.32711 -2.41539 -0.6029
C -1.02537 1.56907 -1.80677 -0.4292
C -0.75174 1.04679 -0.43459 -0.0270
C -0.01473 1.76950 0.51913 -0.2045
C 0.40464 1.32076 1.75695 -0.2092
C 0.04198 0.02556 2.08503 -0.2240
C -0.74278 -0.73196 1.23570 -0.2250
C -1.16536 -0.21013 0.00312 -0.1899
H 0.97395 1.61734 -2.58025 0.2077
H 0.46315 3.24686 -1.96343 0.2089
H -0.06958 2.58584 -3.46519 0.2084
H -1.88548 2.21145 -2.00626 0.2180
H -1.20388 0.66340 -2.39289 0.2110
H 0.11464 2.82498 0.29547 0.2005
H 1.01903 1.99099 2.33570 0.2197
H 0.30080 -0.46430 3.02483 0.2130
H -1.04681 -1.76755 1.33834 0.2180
H -1.90083 -0.78351 -0.55839 0.2054
C 1.36749 -3.24822 0.73048 -0.6069
C 0.99551 -2.87121 -0.72276 -0.6220
H 0.74404 -2.72671 1.44246 0.2044
H 1.35700 -4.33609 0.86451 0.2000
H 2.38247 -2.92412 0.94637 0.2035
H 0.88195 -1.79614 -0.70468 0.2144
H 0.13307 -3.44293 -1.06830 0.2018
H 1.78110 -2.92942 -1.48423 0.2059
```

Computed properties:
DFT total energy, eV: -10628.788
SMILES: CCc1ccccc1.CC
LUMO level, eV: 1.0
HOMO energy, eV: -9.0

---

No. 3
The following is a quantum chemistry calculation of a cluster of 2 separate species, C10H16 in total at a distorted geometry, from the Open Molecules 2025 dataset.

The geometry in XYZ format:
```
26
Properties=species:S:1:pos:R:3:nbo_charge:R:1
C 1.36122 -1.94406 -3.37024 -0.6295
C 0.69007 -1.04652 -2.44486 -0.0269
C -0.53012 -1.47757 -1.83842 -0.2217
C -1.43467 -0.51079 -1.32337 -0.1907
C -0.86921 0.74712 -1.22001 -0.2530
C 0.40935 1.11343 -1.75039 -0.1823
C 1.25754 0.25101 -2.48201 -0.2273
H 0.58458 -2.60868 -3.82947 0.2117
H 2.07351 -2.70156 -2.78574 0.2110
H 1.93492 -1.57726 -4.21392 0.2233
H -0.83226 -2.53364 -2.05737 0.2136
H -2.42066 -0.82635 -1.04809 0.2226
H -1.29824 1.64922 -0.71148 0.2173
H 0.72718 2.16641 -1.59636 0.2027
H 2.18155 0.57738 -2.96620 0.2293
C -1.59423 0.63461 3.36977 -0.6128
C -0.40801 0.70077 2.42019 -0.3944
C 0.83930 1.06001 3.28962 -0.6145
H -1.46379 1.59597 3.91076 0.2045
H -1.43037 -0.26530 3.97464 0.2087
H -2.59304 0.59598 2.77210 0.2056
H -0.17512 -0.27515 1.82768 0.1978
H -0.54964 1.41974 1.62668 0.1933
H 1.15007 0.05993 3.84917 0.2001
H 1.68617 1.24522 2.64770 0.2086
H 0.70390 1.95008 3.94963 0.2033
```

Computed properties:
DFT total energy, eV: -10627.719
SMILES: Cc1ccccc1.CCC
LUMO level, eV: 1.0
HOMO energy, eV: -8.7

---

No. 4
The following is a quantum chemistry calculation of a cluster of 2 separate species, C10H16 in total at a distorted geometry, from the Open Molecules 2025 dataset.

The geometry in XYZ format:
```
26
Properties=species:S:1:pos:R:3:nbo_charge:R:1
C 0.52724 -2.78852 -0.87226 -0.6151
C -0.28177 -1.72982 -0.10654 -0.4184
C 0.47867 -0.63638 0.59281 -0.0036
C 0.61121 0.64142 0.05279 -0.2157
C 1.29148 1.65606 0.70119 -0.2119
C 1.87409 1.37328 1.93988 -0.2200
C 1.74421 0.12198 2.51314 -0.1989
C 1.02617 -0.86041 1.84807 -0.2199
H 0.39529 -3.78505 -0.45619 0.2130
H 1.59902 -2.60389 -0.77739 0.2133
H 0.31485 -2.73471 -1.92955 0.2127
H -0.91668 -1.25008 -0.85502 0.2029
H -1.01175 -2.07340 0.61617 0.2140
H 0.11246 0.84562 -0.89057 0.2058
H 1.63406 2.53886 0.18028 0.2141
H 2.27882 2.22198 2.46899 0.2089
H 2.22670 -0.04740 3.46785 0.2117
H 0.89864 -1.81995 2.32197 0.2064
C -2.27292 0.80046 -2.77232 -0.6016
C -3.43805 1.59569 -2.16961 -0.6055
H -1.41301 1.44278 -2.96080 0.2019
H -1.99904 0.06914 -2.03198 0.1943
H -2.62879 0.27089 -3.65244 0.2043
H -3.13777 2.20550 -1.31407 0.2041
H -4.23359 0.88835 -1.94969 0.2035
H -3.77930 2.39657 -2.83428 0.1998
```

Computed properties:
DFT total energy, eV: -10629.050
SMILES: CCc1ccccc1.CC
LUMO level, eV: 1.0
HOMO energy, eV: -9.0

---

No. 5
The following is a quantum chemistry calculation of a cluster of 2 separate species, C10H16 in total at a distorted geometry, from the Open Molecules 2025 dataset.

The geometry in XYZ format:
```
26
Properties=species:S:1:pos:R:3:nbo_charge:R:1
C -2.44080 -1.34658 -0.42763 -0.6167
C -0.90358 -1.15660 -0.82667 -0.4065
C -0.52915 0.34762 -0.43451 -0.0009
C -1.30745 1.32987 -1.12949 -0.2143
C -0.84063 2.71300 -1.05506 -0.2060
C 0.18702 3.03308 -0.13718 -0.2171
C 0.90066 2.10040 0.62046 -0.2145
C 0.48471 0.77731 0.43511 -0.2212
H -2.96307 -0.45964 -0.68891 0.2156
H -2.60785 -1.29345 0.62449 0.2046
H -2.74722 -2.39021 -0.66541 0.2152
H -0.28031 -1.85102 -0.35162 0.2082
H -0.88353 -1.30016 -1.96348 0.2090
H -2.04008 1.09279 -1.82405 0.2053
H -1.31952 3.51499 -1.53655 0.2110
H 0.56121 4.07882 -0.08453 0.2063
H 1.85790 2.22882 1.11244 0.2229
H 1.11610 0.02590 0.88722 0.1993
C 2.57642 -2.65044 0.76308 -0.5934
C 1.39223 -2.97589 1.68727 -0.6182
H 3.43528 -2.49303 1.33769 0.1999
H 2.80253 -3.41739 0.11834 0.2039
H 2.39578 -1.53112 0.32815 0.1906
H 1.21095 -4.04500 1.51209 0.2063
H 0.55571 -2.32304 1.56137 0.2048
H 1.78963 -2.86794 2.66047 0.2059
```

Computed properties:
DFT total energy, eV: -10627.660
SMILES: CCc1ccccc1.CC
LUMO level, eV: 1.0
HOMO energy, eV: -9.0

---

No. 6
The following is a quantum chemistry calculation of a cluster of 2 separate species, C10H16 in total at a distorted geometry, from the Open Molecules 2025 dataset.

The geometry in XYZ format:
```
26
Properties=species:S:1:pos:R:3:mulliken_spin:R:1
C -0.58695 -1.46478 -2.33210 0.0016
C -1.57133 -1.70644 -1.23891 -0.0039
C 0.54024 -0.47871 -1.87113 0.0092
H -0.18382 -2.43115 -2.88038 0.0009
H -1.02742 -0.77623 -3.19517 0.0029
H -1.89469 -0.69174 -0.86431 0.0042
H 1.39540 -0.56702 -2.40344 0.0007
H 0.26569 0.55334 -1.96870 -0.0018
H 0.87981 -0.66400 -0.71764 0.0100
H -2.51477 -2.26461 -1.59863 0.0002
H -1.02135 -2.26053 -0.37775 0.0012
C 1.64587 -0.74655 2.01709 0.0251
C 1.32205 1.57878 1.19393 0.2637
C 0.77667 0.37924 1.56529 0.2201
C 0.53833 2.66650 0.65710 -0.0318
C -0.77778 2.32272 0.42929 0.2439
C -0.59059 0.10693 1.57500 -0.0055
C -1.32789 1.14520 1.05511 0.1985
H 2.38193 1.80457 1.39731 -0.0025
H 0.93699 3.60634 0.34329 0.0065
H 2.64360 -0.84117 1.55731 0.0156
H 1.10564 -1.60967 1.62732 0.0017
H -1.50184 2.95006 -0.08334 0.0071
H -1.11902 -0.84135 1.93016 0.0051
H -2.40976 1.11164 1.15768 -0.0013
H 2.09500 -0.88135 3.02562 0.0287
```

Computed properties:
DFT total energy, eV: -10618.986
Charge: +1
LUMO level (alpha / beta), eV: -4.2 / -8.3
HOMO energy (alpha / beta), eV: -14.0 / -14.0
Multiplicity: 2